Version one
# C5H10O2

C5H10O2 as an isolated structure (wB97M-V/def2-TZVPD, the Open Molecules 2025 dataset).

Each line ends with the Mulliken charge.
Geometry (Å):
C 1.398 1.413 0.088  -0.69
O 0.268 0.748 -0.472  -0.23
C 0.300 -0.772 -0.715  0.15
C 0.407 -1.628 0.544  -0.31
O -0.995 -1.925 0.519  -0.40
C -1.112 -1.130 -0.675  -0.75
C -1.424 1.059 0.186  -0.61
H 1.818 0.825 0.914  0.28
H 2.132 1.581 -0.709  0.22
H 1.062 2.377 0.480  0.31
H 0.987 -0.890 -1.544  0.40
H 0.736 -1.109 1.455  0.24
H 0.996 -2.549 0.414  0.28
H -1.700 -1.595 -1.461  0.25
H -2.212 1.137 -0.558  0.28
H -1.614 0.415 1.050  0.32
H -1.046 2.042 0.485  0.27

2S+1   1
Frontier orbital gap (spin up / spin down)   0.2655 / 0.2654 Eh

=====

Version two
# C5H10O2

The molecule C5H10O2 (wB97M-V/def2-TZVPD, the Open Molecules 2025 dataset).

Each line ends with the Mulliken charge.
Geometry (Å):
C 2.023 1.139 -0.463  -0.79
O 0.648 0.928 -0.240  -0.35
C 0.264 -0.408 -0.429  0.04
C 0.449 -1.291 0.815  -0.46
O -0.965 -1.351 1.039  -0.44
C -1.237 -0.640 -0.185  0.26
C -2.119 0.569 0.010  -1.30
H 2.638 0.312 -0.076  0.34
H 2.237 1.258 -1.536  0.27
H 2.309 2.055 0.060  0.25
H 0.654 -0.803 -1.378  0.35
H 0.974 -0.778 1.631  0.29
H 0.885 -2.286 0.661  0.25
H -1.671 -1.327 -0.926  0.30
H -2.312 1.055 -0.952  0.33
H -3.076 0.266 0.447  0.35
H -1.633 1.288 0.674  0.29

2S+1   1
SMILES   CO[C@H]1CO[C@H]1C
Frontier orbital gap   0.3945 Eh

=====

Version three
# C5H10O2

The molecule C5H10O2 (wB97M-V/def2-TZVPD, the Open Molecules 2025 dataset).

Each line ends with the Mulliken charge.
Geometry (Å):
C 2.040 -0.046 -0.519  -1.32
C 0.801 0.205 0.323  0.14
O 0.097 1.307 -0.284  -0.41
C -1.310 1.088 -0.230  -0.51
C -1.487 -0.050 0.760  -0.50
C -0.254 -0.907 0.454  -0.07
O -0.403 -1.690 -0.714  -0.57
H 2.520 0.922 -0.687  0.35
H 1.788 -0.470 -1.495  0.25
H 2.759 -0.708 -0.028  0.37
H 1.113 0.484 1.343  0.31
H -1.688 0.818 -1.230  0.25
H -1.822 2.002 0.084  0.31
H -1.401 0.354 1.776  0.29
H -2.436 -0.583 0.666  0.33
H -0.037 -1.613 1.261  0.41
H -0.282 -1.116 -1.482  0.36

2S+1   1
SMILES   C[C@H]1OCC[C@H]1O
Frontier orbital gap   0.3905 Eh

=====

Version four
# C5H10O2

C5H10O2 as an isolated structure (wB97M-V/def2-TZVPD, the Open Molecules 2025 dataset).

Each line ends with the Mulliken charge.
Geometry (Å):
C 1.379 -0.851 -0.427  -0.82
C 1.278 -0.337 1.002  -0.31
O 0.326 0.713 1.051  -0.41
C -0.805 0.266 0.344  0.34
C -1.818 1.383 0.205  -1.43
C -0.334 -0.202 -1.032  0.25
O -0.957 -1.201 -1.635  -0.75
H 1.660 -1.918 -0.451  0.39
H 0.271 -1.360 -1.096  0.13
H 2.074 -0.304 -1.065  0.30
H 0.964 -1.152 1.672  0.29
H 2.221 0.070 1.373  0.31
H -1.258 -0.611 0.837  0.23
H -2.669 1.037 -0.389  0.38
H -2.176 1.696 1.190  0.34
H -1.365 2.247 -0.291  0.35
H 0.054 0.633 -1.645  0.40

2S+1   1
Frontier orbital gap   0.3746 Eh

=====

Which of them is most stable, and which least? Most stable: version three; least stable: version one.

=====

Version one
# C5H10O2

The molecule C5H10O2 (wB97M-V/def2-TZVPD, the Open Molecules 2025 dataset).

Each line ends with the Mulliken charge.
Geometry (Å):
O 2.789 -0.319 -0.819  -0.52
C 1.755 -0.836 -0.013  -0.70
C 0.388 -0.369 -0.478  0.33
C -0.781 -0.842 0.386  -0.67
C -1.792 0.289 0.195  -0.56
C -0.872 1.508 0.140  -0.47
O 0.359 1.061 -0.430  -0.41
H 2.646 0.638 -0.859  0.34
H 1.890 -0.559 1.045  0.32
H 1.813 -1.927 -0.088  0.30
H 0.255 -0.671 -1.527  0.20
H -0.463 -0.900 1.435  0.29
H -1.151 -1.824 0.082  0.38
H -2.532 0.373 1.000  0.34
H -2.331 0.159 -0.753  0.27
H -0.690 1.896 1.155  0.28
H -1.282 2.325 -0.470  0.27

2S+1   1
SMILES   OC[C@H]1CCCO1
Frontier orbital gap   0.3928 Eh

=====

Version two
# C5H10O2

The molecule C5H10O2 (wB97M-V/def2-TZVPD, the Open Molecules 2025 dataset).

Each line ends with the Mulliken charge.
Geometry (Å):
C 1.355 -0.876 -1.503  -1.26
C 1.145 -0.254 -0.140  0.35
O 2.037 -0.242 0.679  -0.57
C -0.239 0.362 0.193  1.53
C -1.329 -0.710 0.103  -1.59
C -0.186 1.016 1.572  -1.48
O -0.444 1.340 -0.825  -0.58
H 2.408 -1.153 -1.585  0.35
H 0.743 -1.779 -1.610  0.30
H 1.079 -0.183 -2.303  0.34
H -2.306 -0.276 0.352  0.41
H -1.385 -1.110 -0.913  0.40
H -1.140 -1.533 0.802  0.35
H -0.938 1.809 1.660  0.39
H -0.372 0.290 2.371  0.32
H 0.801 1.454 1.725  0.37
H -1.230 1.846 -0.577  0.37

2S+1   1
SMILES   CC(=O)C(C)(C)O
Frontier orbital gap   0.3837 Eh

=====

Version three
# C5H10O2

The molecule C5H10O2 (wB97M-V/def2-TZVPD, the Open Molecules 2025 dataset).

Each line ends with the Mulliken charge.
Geometry (Å):
C -1.091 -2.044 -0.125  -0.75
O -0.126 -1.089 -0.488  -0.33
C -0.567 0.235 -0.404  -0.01
C -0.832 0.808 0.998  -0.54
O 0.210 1.777 0.848  -0.44
C 0.594 1.248 -0.438  0.25
C 1.987 0.661 -0.418  -1.25
H -1.454 -1.887 0.901  0.31
H -1.954 -2.044 -0.807  0.29
H -0.601 -3.020 -0.176  0.24
H -1.371 0.431 -1.129  0.40
H -0.632 0.102 1.816  0.31
H -1.810 1.279 1.154  0.24
H 0.499 2.024 -1.211  0.33
H 2.310 0.391 -1.429  0.33
H 2.682 1.396 -0.005  0.34
H 2.018 -0.238 0.203  0.28

2S+1   1
SMILES   CO[C@H]1CO[C@H]1C
Frontier orbital gap   0.3919 Eh

=====

Version four
# C5H10O2

The molecule C5H10O2 (wB97M-V/def2-TZVPD, the Open Molecules 2025 dataset).

Each line ends with the Mulliken charge.
Geometry (Å):
O 2.304 0.095 0.996  -0.51
C 1.572 -0.576 0.008  -0.68
C 0.122 -0.469 0.298  0.14
C -0.358 1.215 0.239  -0.74
C -1.784 1.046 -0.073  -0.40
O -1.971 -0.412 -0.835  -0.44
C -0.795 -1.110 -0.703  -0.50
H 3.237 0.046 0.773  0.31
H 1.734 -0.149 -0.999  0.33
H 1.853 -1.641 -0.056  0.34
H -0.134 -0.723 1.329  0.37
H -0.035 1.722 1.144  0.38
H 0.100 1.816 -0.563  0.29
H -2.304 1.864 -0.570  0.34
H -2.321 0.812 0.855  0.23
H -0.326 -1.343 -1.673  0.34
H -0.896 -2.191 -0.169  0.21

2S+1   1
SMILES   OC[C@H]1CCOC1
Frontier orbital gap   0.3770 Eh

=====

Which of them is most stable, and which least? Most stable: version two; least stable: version four.

=====

Version one
# C5H10O2

A 2-piece molecular cluster, C5H10O2 overall (wB97M-V/def2-TZVPD, the Open Molecules 2025 dataset).

Each line ends with the Mulliken charge.
Geometry (Å):
C -1.843 -0.237 0.025  -1.23
C -1.129 0.891 0.719  -0.04
C 0.174 1.093 0.942  -0.33
C 1.374 0.250 0.553  -0.62
C 1.106 -1.234 0.515  -0.04
O 1.078 -1.898 -0.502  -0.53
H -2.464 0.167 -0.787  0.31
H -2.520 -0.744 0.725  0.34
H -1.180 -0.992 -0.398  0.34
H -1.800 1.659 1.106  0.33
H 0.441 2.019 1.450  0.34
H 2.157 0.422 1.305  0.35
H 1.752 0.563 -0.428  0.43
H 0.921 -1.719 1.496  0.36
O 0.657 0.273 -2.440  -0.68
H 0.786 -0.590 -2.012  0.36
H -0.112 0.648 -1.994  0.29

2S+1   1
SMILES   C/C=C\CC=O.O
Frontier orbital gap   0.3886 Eh

=====

Version two
# C5H10O2

A 2-piece molecular cluster, C5H10O2 overall (wB97M-V/def2-TZVPD, the Open Molecules 2025 dataset).

Each line ends with the Mulliken charge.
Geometry (Å):
O -2.114 -1.006 -0.610  -0.49
C -0.928 -0.998 -0.832  -0.07
C 0.122 -1.112 0.226  -0.41
C 1.575 -0.739 -0.103  -0.50
O 2.154 -0.106 1.026  -0.51
H -0.536 -1.074 -1.870  0.33
H -0.191 -0.713 1.191  0.34
H 0.006 -2.207 0.274  0.36
H 1.654 -0.085 -0.989  0.33
H 2.112 -1.667 -0.336  0.35
H 3.087 0.057 0.831  0.30
C -0.510 1.716 0.309  -0.65
C -1.809 1.544 0.100  -0.49
H -0.061 1.622 1.293  0.31
H 0.180 1.913 -0.511  0.24
H -2.245 1.589 -0.895  0.30
H -2.493 1.268 0.898  0.25

2S+1   1
SMILES   O=CCCO.C=C
Frontier orbital gap   0.3837 Eh

=====

Version three
# C5H10O2

The molecule C5H10O2 (wB97M-V/def2-TZVPD, the Open Molecules 2025 dataset).

Each line ends with the Mulliken charge.
Geometry (Å):
C 2.097 0.747 0.157  -0.72
O 1.067 0.142 -0.593  -0.35
C 0.400 -0.906 0.048  -0.03
C -0.256 -0.698 1.388  -0.76
C -1.082 -0.758 0.130  -0.05
C -1.662 0.526 -0.417  -0.56
O -1.749 0.491 -1.826  -0.54
H 2.868 0.024 0.454  0.29
H 1.703 1.234 1.060  0.27
H 2.543 1.509 -0.487  0.26
H 0.821 -1.891 -0.157  0.39
H -0.285 -1.541 2.072  0.27
H -0.156 0.270 1.874  0.22
H -1.696 -1.638 -0.047  0.36
H -2.678 0.674 -0.042  0.35
H -1.057 1.383 -0.086  0.24
H -0.847 0.359 -2.146  0.35

2S+1   1
SMILES   CO[C@H]1C[C@H]1CO
Frontier orbital gap   0.4027 Eh

=====

Which of them is most stable, and which least? Most stable: version one; least stable: version two.

=====

Version one
# C5H10O2

C5H10O2 as an isolated structure (wB97M-V/def2-TZVPD, the Open Molecules 2025 dataset).

Each line ends with the Mulliken charge.
Geometry (Å):
C -1.458 -0.715 -0.762  -1.05
C -0.467 0.179 0.564  -0.35
C 0.757 -0.640 1.038  -0.03
O 0.707 -2.042 0.781  -0.64
C 1.530 0.203 0.079  -0.92
C 0.501 1.274 0.036  -0.15
O 0.172 1.776 -1.265  -0.54
H -2.228 0.028 -0.951  0.34
H -1.754 -1.556 -0.140  0.32
H -1.059 -1.086 -1.716  0.41
H -1.389 0.359 1.120  0.50
H 0.863 -0.555 2.138  0.39
H 1.215 -2.114 -0.044  0.43
H 2.602 0.396 0.152  0.21
H -0.321 -0.302 -0.648  0.34
H 0.522 2.143 0.732  0.42
H -0.281 2.624 -1.161  0.32

2S+1   1
Frontier orbital gap   0.2710 Eh

=====

Version two
# C5H10O2

A 2-piece molecular cluster, C5H10O2 overall (wB97M-V/def2-TZVPD, the Open Molecules 2025 dataset).

Each line ends with the Mulliken charge.
Geometry (Å):
C 1.678 -1.168 -0.060  -0.64
C 0.938 -0.301 0.625  -0.72
C -0.332 0.205 0.069  1.06
O -0.975 -0.630 -0.863  -0.60
C -1.178 1.360 0.548  -0.73
C -0.130 1.578 -0.504  -0.28
O -0.402 1.706 -1.851  -0.53
H 2.659 -1.479 0.273  0.28
H 1.315 -1.572 -1.002  0.28
H 1.294 0.163 1.542  0.34
H -0.959 -1.534 -0.527  0.32
H -1.038 1.793 1.535  0.27
H -2.201 1.332 0.183  0.25
H 0.776 2.093 -0.186  0.33
H -0.563 0.797 -2.157  0.35
H -0.111 -2.366 1.322  -0.15
H -0.803 -2.311 1.590  0.18

2S+1   1
SMILES   C=C[C@@]1(O)C[C@@H]1O.[H][H]
Frontier orbital gap   0.3616 Eh

=====

Which of them is most stable, and which least? Most stable: version two; least stable: version one.

=====

Version one
# C5H12NO2

A 2-piece molecular cluster, C5H12NO2 overall (wB97M-V/def2-TZVPD, the Open Molecules 2025 dataset).

Each line ends with the Mulliken charge.
Geometry (Å):
C -1.412 -0.077 -0.328  0.08
N -0.474 0.217 0.713  -0.72
C 0.895 -0.226 0.271  0.14
C 1.286 0.259 -1.146  -0.58
O 2.589 -0.181 -1.445  -0.67
C 1.973 0.182 1.254  -0.46
O 3.377 0.094 0.900  -0.82
C -2.941 -0.104 -0.023  -1.95
H -1.412 0.649 -1.226  0.03
H -1.150 -1.110 -0.831  0.16
H -2.222 0.273 1.625  0.24
H 0.995 -1.375 -0.032  0.10
H 1.247 1.373 -0.928  0.26
H 0.642 -0.040 -2.023  0.21
H 3.180 -0.142 -0.443  0.36
H 1.774 -0.558 2.159  0.11
H 1.679 1.184 1.622  0.29
H -3.230 -1.005 0.561  0.33
H -3.283 0.848 0.313  0.43
H -3.512 -0.260 -0.995  0.46

2S+1   2
Charge   -2
Expectation value of S²   0.7600
Frontier orbital gap (spin up / spin down)   0.1937 / 0.1853 Eh

=====

Version two
# C5H12NO2

An isolated ion of composition C5H12NO2 and charge -2 (wB97M-V/def2-TZVPD, the Open Molecules 2025 dataset).

Each line ends with the Mulliken charge.
Geometry (Å):
C 2.384 0.511 -0.290  -4.08
N 1.358 0.934 0.676  0.39
C 0.000 0.361 0.514  -0.04
C -0.452 0.227 -0.932  -0.89
C -1.997 0.238 -1.048  -0.65
O -2.630 -0.918 -0.605  -0.71
C -0.114 -1.011 1.253  -0.60
O -1.404 -1.431 1.504  -0.70
H 2.055 0.768 -1.295  0.20
H 3.325 1.034 -0.101  2.18
H 2.544 -0.576 -0.230  0.08
H 1.651 0.829 1.635  0.35
H -0.662 1.024 1.084  0.10
H -0.075 0.976 -1.640  0.60
H -0.033 -0.714 -1.302  0.28
H -2.406 1.083 -0.468  0.23
H -2.234 0.430 -2.111  0.38
H 0.452 -1.764 0.663  0.21
H 0.457 -0.886 2.194  0.28
H -2.219 -1.115 0.500  0.38

2S+1   2
Charge   -2
Expectation value of S²   0.7512
Frontier orbital gap (spin up / spin down)   0.0941 / 0.2667 Eh

=====

Which of them is most stable, and which least? Most stable: version two; least stable: version one.